Here is 2 unconnected molecules or ions with the total composition C9H12OSi in a non-equilibrium geometry from OMol25. Energies are from ωB97M-V/def2-TZVPD.

```
23
Properties=species:S:1:pos:R:3:mulliken_charge:R:1
C 3.660 1.406 0.999 -0.1241
C 2.599 0.770 1.739 -0.7472
C 3.580 1.430 -0.384 -0.7273
C 1.696 0.015 1.012 0.0194
C 2.498 0.766 -0.972 0.0686
C 1.555 -0.003 -0.353 0.2374
C -2.721 0.820 1.283 -0.4550
C -2.935 -0.394 0.786 -0.2952
C -1.373 -3.211 -0.479 -0.3970
O -0.530 -2.241 -0.656 0.0489
Si 0.422 -1.166 -1.369 -0.1869
H 4.418 1.833 1.723 0.2771
H 2.794 0.851 2.806 0.3142
H 4.289 2.008 -1.004 0.3154
H 0.950 -0.396 1.704 0.2971
H 2.497 0.888 -2.115 0.1489
H -2.132 1.593 0.690 0.2028
H -3.206 1.172 2.174 0.2613
H -2.439 -0.785 -0.072 0.0270
H -2.119 -3.444 -1.279 0.2688
H -3.419 -1.199 1.292 0.2502
H -0.958 -3.998 0.153 0.2509
H -0.419 -0.417 -2.315 -0.0553
```

As for the orbital gap (spin up / spin down): 7.35 / 7.63 eV. The HOMO energy (spin up / spin down) is -7.81 / -7.18 eV.

---

Here is a molecular structure, C26H29BCl2F5N6O3V in a non-equilibrium geometry from OMol25. Energies are from ωB97M-V/def2-TZVPD.

```
73
Properties=species:S:1:pos:R:3:mulliken_charge:R:1
V 0.250 0.522 0.135 1.2113
C 0.215 0.381 -4.847 -2.0701
C 0.259 0.527 -3.329 2.0369
C 1.201 1.660 -2.931 -0.9292
C 0.607 -0.784 -2.677 -0.2103
C 1.118 -1.956 -3.253 -1.0151
C 1.197 -2.850 -2.202 -0.7448
N 0.772 -2.241 -1.086 -0.0607
N 0.414 -0.976 -1.374 1.0180
B 0.381 -2.956 0.224 -0.5477
N 0.753 -2.163 1.490 0.3231
C 1.171 -2.701 2.641 -0.7948
C 1.080 -1.746 3.637 -0.9773
C 0.568 -0.616 2.987 -0.3799
N 0.379 -0.888 1.699 0.8379
C 0.206 0.725 3.564 1.2461
C 0.695 0.846 5.006 -1.9311
C 0.716 1.904 2.739 -0.7896
N -1.133 -3.199 0.248 0.5105
C -1.816 -4.325 -0.032 -0.1876
C -3.161 -4.021 -0.003 -1.4249
C -3.203 -2.652 0.322 0.1360
N -1.974 -2.174 0.464 -0.1045
C -4.388 -1.735 0.446 0.4623
C -4.665 -1.059 -0.897 -1.0197
C -4.171 -0.688 1.534 -1.0047
H -0.132 1.309 -5.305 0.4519
H 1.208 0.164 -5.250 0.3628
H -0.457 -0.423 -5.151 0.4596
H -0.748 0.782 -2.984 -0.6418
H 2.242 1.393 -3.132 0.3150
H 0.958 2.565 -3.491 0.4110
H 1.131 1.920 -1.874 -0.1474
H 1.373 -2.130 -4.283 0.4697
H 1.502 -3.882 -2.167 0.4935
H 0.960 -4.013 0.251 -0.1698
H 1.494 -3.728 2.670 0.4462
H 1.351 -1.851 4.672 0.4623
H -0.890 0.778 3.577 0.1492
H 1.785 0.782 5.054 0.3692
H 0.397 1.807 5.426 0.4541
H 0.282 0.059 5.637 0.4300
H 1.798 1.867 2.605 0.2641
H 0.258 2.020 1.747 -0.1169
H 0.461 2.837 3.246 0.4399
H -1.294 -5.248 -0.224 0.4831
H -3.989 -4.689 -0.173 0.4363
H -5.255 -2.350 0.716 0.3435
H -3.805 -0.452 -1.183 -0.0667
H -4.842 -1.795 -1.684 0.3878
H -5.538 -0.403 -0.832 0.3694
H -3.297 -0.082 1.298 -0.1511
H -5.039 -0.027 1.602 0.3930
H -4.008 -1.155 2.507 0.3191
F 6.548 4.114 -0.292 -0.3366
C 5.485 3.294 -0.194 0.5665
C 4.211 3.805 -0.036 -0.0343
F 4.033 5.134 0.020 -0.3230
C 3.120 2.962 0.070 0.4254
F 1.903 3.504 0.222 -0.2913
C 3.234 1.559 0.018 -0.4205
O 2.238 0.748 0.107 -0.0212
C 4.556 1.079 -0.143 -0.0393
F 4.759 -0.246 -0.202 -0.3364
C 5.646 1.917 -0.246 0.2341
F 6.877 1.405 -0.398 -0.3241
Cl -3.464 1.980 -2.698 -0.1662
C -3.014 2.847 -1.223 0.0524
Cl -4.360 2.850 -0.059 -0.1932
C -1.761 2.244 -0.560 0.0040
O -0.866 3.038 -0.259 -0.5764
O -1.706 1.000 -0.413 -0.6575
H -2.820 3.877 -1.494 0.4307
```

Its charge is -1. As for the orbital gap (spin up / spin down): 6.85 / 6.31 eV. As for the expectation value of S²: 1.1011. The HOMO energy (spin up / spin down) is -4.23 / -3.69 eV. As for the spin multiplicity: 2.

---

Here is a molecular structure, C20H20ClN3O4PbSeSi from OMol25. Energies are from ωB97M-V/def2-TZVPD.

```
51
Properties=species:S:1:pos:R:3:mulliken_charge:R:1
Pb -0.282 0.401 -0.391 1.0469
O 2.909 -6.196 2.254 -0.7461
C 2.108 -5.506 2.915 0.5649
O 1.584 -5.729 4.025 -0.7489
C 1.731 -4.150 2.275 -0.5271
C 2.281 -3.742 1.071 -0.7724
C 1.932 -2.503 0.549 0.7523
N 1.082 -1.683 1.156 -0.0278
C 0.545 -2.064 2.313 0.8085
C 0.846 -3.288 2.902 -0.7070
C -0.369 -1.073 2.971 0.3736
C -1.056 -1.389 4.142 -0.6697
C -1.856 -0.430 4.734 -0.4221
C -1.960 0.822 4.153 -0.6782
C -1.266 1.048 2.977 0.0087
N -0.490 0.131 2.405 -0.0518
C 2.485 -2.006 -0.746 0.3189
C 2.805 -2.888 -1.774 -0.8829
C 3.246 -2.376 -2.979 -0.4449
C 3.366 -1.005 -3.125 -0.3917
C 3.032 -0.207 -2.045 -0.2465
N 2.601 -0.684 -0.880 -0.3416
H 2.990 -4.402 0.591 0.5895
H 0.439 -3.609 3.849 0.4912
H -0.974 -2.374 4.576 0.3275
H -2.399 -0.666 5.641 0.4023
H -2.581 1.598 4.578 0.3767
H -1.345 1.991 2.444 0.2446
H 2.656 -3.951 -1.646 0.3777
H 3.456 -3.040 -3.809 0.3808
H 3.655 -0.559 -4.066 0.3438
H 3.072 0.874 -2.127 0.4267
O 0.725 0.098 -4.854 -0.7101
C 0.409 0.437 -3.712 0.0931
O -0.049 -0.297 -2.779 -0.6246
H 0.543 1.511 -3.445 0.2805
C -2.296 2.721 -2.856 -0.8872
Si -1.954 3.902 -1.458 0.5305
C -3.500 4.006 -0.400 -0.9532
C -1.664 5.604 -2.204 -1.0796
Se -0.195 3.342 -0.194 -0.6374
H -3.116 3.097 -3.477 0.3744
H -2.580 1.740 -2.467 0.2715
H -1.416 2.589 -3.491 0.1759
H -4.337 4.452 -0.950 0.3335
H -3.302 4.607 0.491 0.2591
H -3.788 3.002 -0.077 0.2312
H -2.583 5.993 -2.655 0.3206
H -0.892 5.560 -2.976 0.2563
H -1.329 6.301 -1.432 0.2627
Cl -2.918 -0.008 0.005 -0.6731
```

Its charge is -2. As for the orbital gap: 7.03 eV. The HOMO energy is -2.61 eV.

---

Here is a molecular structure, C37H33N6O6Re in a non-equilibrium geometry from OMol25. Energies are from ωB97M-V/def2-TZVPD.

```
83
Properties=species:S:1:pos:R:3:mulliken_charge:R:1
Re 0.595 -0.096 -1.479 1.4369
O -1.824 2.912 -1.278 -0.5682
C -0.805 2.332 -1.494 -0.2200
N -0.708 1.053 -2.149 0.8479
C -1.174 1.008 -3.501 0.3130
C -2.159 1.800 -4.068 -0.6272
C -2.442 1.607 -5.412 -0.7602
C -1.761 0.645 -6.152 -0.6625
C -0.776 -0.147 -5.578 -0.8380
C -0.478 0.054 -4.237 0.3961
N 0.430 -0.657 -3.430 1.0062
C 0.579 -2.009 -3.705 -0.3317
O 0.936 -2.507 -4.743 -0.6219
C 0.097 -2.826 -2.535 0.7513
C -0.114 -4.181 -2.622 -0.7463
C -0.785 -4.812 -1.578 -0.6645
C -1.223 -4.051 -0.513 -0.8711
C -0.948 -2.690 -0.484 -0.3177
N -0.288 -2.092 -1.472 -0.0496
C 0.563 2.828 -1.165 1.0862
C 0.810 4.142 -0.840 -0.7849
C 2.136 4.532 -0.700 -0.6324
C 3.129 3.590 -0.880 -1.0169
C 2.790 2.276 -1.168 -0.1596
N 1.524 1.896 -1.317 -0.3209
H -2.700 2.523 -3.477 0.5649
H -3.207 2.207 -5.885 0.4276
H -2.003 0.509 -7.197 0.4186
H -0.240 -0.887 -6.154 0.5512
H 0.215 -4.707 -3.508 0.5613
H -0.982 -5.874 -1.618 0.4764
H -1.774 -4.492 0.306 0.5766
H -1.262 -2.054 0.331 0.5465
H -0.021 4.823 -0.725 0.5898
H 2.384 5.557 -0.461 0.4759
H 4.173 3.850 -0.781 0.4780
H 3.541 1.511 -1.262 0.5342
C 1.603 -2.325 1.590 -0.6763
O 1.712 -2.304 0.170 -0.0020
C 3.036 -2.467 -0.307 -0.8644
C 3.550 -1.112 -0.710 -0.6756
O 2.754 -0.569 -1.800 -0.2102
C 3.337 -0.906 -3.078 -1.0654
H 1.936 -3.291 1.978 0.4478
H 0.555 -2.181 1.845 -0.0943
H 2.193 -1.521 2.040 0.4281
H 3.004 -3.159 -1.154 0.2633
H 3.690 -2.899 0.455 0.5972
H 4.591 -1.147 -1.034 0.7205
H 3.439 -0.410 0.115 0.2217
H 4.373 -0.569 -3.072 0.4323
H 2.780 -0.388 -3.849 0.2136
H 3.298 -1.981 -3.253 0.3721
O 2.450 0.848 1.332 -0.7228
C 1.248 0.766 1.529 -1.2272
N 0.611 1.112 2.678 0.1195
C -0.785 0.716 2.684 2.2688
C -0.923 0.309 1.202 -0.3506
O -1.959 -0.006 0.646 -0.6482
N 0.304 0.316 0.609 0.9249
C -1.715 1.867 3.060 -0.4529
C -3.085 1.767 2.835 0.0846
C -3.930 2.798 3.211 -1.0080
C -3.424 3.934 3.825 -0.5646
C -2.062 4.036 4.057 -0.8654
C -1.211 3.008 3.672 -0.4178
C -1.034 -0.506 3.581 0.1134
C -0.308 -0.659 4.757 -0.5979
C -0.531 -1.742 5.594 -0.9738
C -1.489 -2.689 5.267 -0.5604
C -2.230 -2.534 4.106 -0.9679
C -2.008 -1.450 3.268 0.4144
H 1.161 1.285 3.501 0.4522
H -3.490 0.889 2.353 0.3601
H -4.993 2.711 3.024 0.4301
H -4.088 4.735 4.119 0.4148
H -1.654 4.917 4.535 0.4337
H -0.149 3.118 3.847 0.3512
H 0.435 0.072 5.050 0.3311
H 0.043 -1.841 6.506 0.4398
H -1.665 -3.533 5.920 0.4298
H -2.994 -3.257 3.851 0.4619
H -2.603 -1.334 2.373 0.3740
```

Its charge is +1. As for the orbital gap (spin up / spin down): 6.58 / 6.61 eV. As for the expectation value of S²: 0.7594. The HOMO energy (spin up / spin down) is -10.36 / -10.77 eV. As for the spin multiplicity: 2.

---

> Number 3 is which compound?

C20H20ClN3O4PbSeSi